Entry 1:
# C25H43Cl3N5O4SiW

A molecular structure, C25H43Cl3N5O4SiW in a non-equilibrium geometry (the ωB97M-V functional and the def2-TZVPD basis, the OMol25 dataset).

Computed properties:
Spin multiplicity   1
HOMO   -15.4 eV
Net charge   +3

```
82
Properties=species:S:1:pos:R:3:forces:R:3:lowdin_charge:R:1
C 2.6224 -2.3925 -1.7373 0.1090 -0.0658 0.2308 -0.03
C 2.4829 -1.5739 -2.9999 0.1428 -0.0291 0.4256 -0.18
H 1.9451 -3.2602 -1.7681 0.2564 0.3359 0.0085 0.09
H 2.3702 -1.7993 -0.8524 0.1799 -0.3944 -0.3437 -0.01
H 3.6553 -2.7685 -1.6401 -0.3997 0.1095 0.0790 0.12
C 2.4968 -2.2312 -4.2079 0.0326 0.4311 0.0069 0.00
C 2.5707 -3.7011 -4.3975 -0.5349 -0.1007 -0.3460 -0.03
H 2.4655 -1.6621 -5.1345 0.3281 0.0535 0.2438 0.12
H 1.9069 -4.2588 -3.7268 0.2213 0.1633 0.0555 0.10
H 3.5834 -4.1044 -4.2775 0.0134 0.2145 0.1258 0.12
H 2.2691 -3.9272 -5.4249 0.1333 -0.0596 0.1657 0.10
W 1.5042 1.6432 2.1781 -0.3805 -1.7293 2.3227 1.06
Cl 1.7822 3.6335 3.2916 0.0641 -0.8354 -0.7307 0.22
Cl 1.8826 0.0617 0.6403 0.3671 0.9473 1.4737 0.35
C -0.9265 3.2283 1.4101 -2.0264 1.5624 -0.4506 -0.38
O -1.9902 2.7133 1.7946 2.0318 -0.0780 -0.2755 0.03
N -0.7940 4.4893 0.9912 0.4809 -1.1850 -0.1318 -0.16
C -1.9816 5.3222 0.7975 -0.3431 0.2436 0.0758 0.01
C 0.4612 4.9139 0.3703 0.3186 -0.2524 -0.1159 -0.04
H 0.0682 2.5825 1.3195 -1.3801 1.2842 -0.4010 0.01
H -2.7526 5.0243 1.5094 0.1250 0.0789 -0.1296 0.10
H -2.3691 5.2200 -0.2248 0.1238 -0.0790 0.2075 0.12
H -1.7060 6.3674 0.9575 -0.0480 -0.2025 0.0632 0.11
H 1.2890 4.6768 1.0545 -0.2074 0.3484 -0.3790 0.01
H 0.4273 5.9963 0.1989 0.0860 -0.3867 0.0619 0.11
H 0.6233 4.3834 -0.5862 -0.1270 0.3914 0.2603 0.10
H -0.0344 -5.2192 2.5389 -0.2752 -0.1233 -0.0987 0.09
H -1.3982 -4.3981 0.0035 -0.1920 -0.0150 0.1078 0.06
C -1.1076 -5.4545 2.6267 0.1299 0.0318 0.2901 -0.04
C -2.2858 -4.5314 0.6384 0.0133 -0.1739 -0.1688 -0.07
N -1.9387 -4.4126 2.0411 -0.0929 0.8251 0.4501 -0.19
H -1.3486 -5.5461 3.6928 0.0782 -0.1595 -0.2710 0.09
C -2.2312 -3.2913 2.7478 -0.2750 -0.1038 -0.8034 -0.34
O -2.7977 -2.2853 2.3001 0.7527 -0.5563 0.5743 -0.07
H -3.0354 -3.7806 0.3789 0.1465 -0.1882 0.0825 0.08
H -1.9112 -3.3742 3.8070 -0.0943 0.0409 -0.2063 0.13
H -1.3022 -6.4054 2.1181 -0.0022 0.2274 0.2504 0.10
H -2.6741 -5.5406 0.4655 -0.0512 0.2285 -0.0402 0.10
O 2.9401 0.4281 -1.7402 0.6536 -0.8978 -1.7224 -0.05
C 2.5050 -0.1384 -2.9108 -0.4461 -0.2259 -0.1522 -0.12
C 1.0151 0.2792 -4.8426 0.1469 -0.0432 -0.2147 -0.02
C 1.9816 0.7450 -3.9138 -0.2432 0.4094 -0.3583 -0.16
H 0.6931 -0.7602 -4.7978 -0.1059 0.4963 0.0401 0.10
C 0.4771 1.1160 -5.8147 0.0824 -0.0982 0.0183 -0.02
H 3.6568 1.0472 -1.9704 -0.3010 0.1693 0.2265 0.14
C 2.3270 2.1240 -3.9517 -0.3390 -0.1374 -0.2813 0.01
H -0.2286 0.7054 -6.5359 0.1160 0.1518 0.2081 0.13
C 0.8632 2.4553 -5.8792 0.3686 -0.3244 0.2190 0.00
C 1.7808 2.9442 -4.9360 0.3335 0.1655 0.4244 -0.03
H 3.0329 2.5362 -3.2236 -0.2258 -0.0216 -0.4197 0.12
H 0.4931 3.1080 -6.6708 0.0071 -0.1714 0.3032 0.13
H 2.0877 3.9904 -4.9717 -0.1051 -0.3000 -0.0413 0.13
Si -2.0561 -0.2209 -1.7007 -0.5266 0.9457 -1.0129 0.13
Cl -1.1415 -1.6170 -0.5398 0.8001 -0.6178 1.0106 0.43
C -2.0418 -0.9999 -3.4072 -0.2989 0.1745 0.1924 -0.20
C -0.9129 1.2924 -1.6891 0.0778 -0.0196 0.0336 -0.19
C -3.6919 0.2524 -0.9319 -0.1556 -0.0571 -0.0143 -0.18
H -2.3158 -0.2418 -4.1512 -0.0081 -0.1888 0.0124 0.04
H -2.7488 -1.8367 -3.4768 0.1439 0.1969 -0.0213 0.05
H -1.0401 -1.3774 -3.6426 -0.1749 0.0517 0.1036 0.01
H -4.0332 -0.4857 -0.1896 0.0901 0.1646 -0.2864 0.04
H -4.4824 0.3719 -1.6903 0.2486 -0.0769 0.2282 0.05
H -3.5869 1.2199 -0.4185 -0.0371 -0.2554 -0.0939 0.02
H -0.6266 1.6071 -2.6983 -0.0529 -0.0345 0.0882 0.03
H 0.0052 1.0391 -1.1471 -0.0177 0.1255 -0.0984 -0.04
H -1.3923 2.1462 -1.1975 0.0266 -0.0866 -0.0459 0.02
C 1.2601 0.0609 7.7088 0.3294 -0.0688 1.0125 0.04
N 0.7352 0.2359 6.3578 -1.3833 -0.4428 -0.2876 -0.01
C -0.5633 -0.0350 6.0822 1.4848 0.0936 0.7897 0.07
C -1.0190 0.0130 4.7896 -1.2036 -0.0949 -0.6754 0.06
C -0.1368 0.4650 3.8540 -0.4798 -0.8935 0.5612 -0.36
N 1.1480 0.7316 4.0640 0.2894 0.2644 -0.5637 0.00
C 1.6827 0.4976 5.3586 2.8584 0.1468 -0.3245 -0.42
O 2.8807 0.5114 5.5744 -2.1728 0.1382 -0.3163 0.15
N -0.4353 0.7519 2.5023 0.0080 0.1876 -0.5803 0.01
H 0.4218 0.0278 8.4159 0.2453 0.0628 -0.2841 0.11
H 1.9223 0.8966 7.9594 -0.1814 -0.2175 -0.1173 0.12
H 1.8305 -0.8765 7.7870 -0.1585 0.3425 -0.1803 0.13
H -1.1847 -0.3014 6.9409 0.1481 0.0693 -0.3367 0.17
H -2.0332 -0.2694 4.4963 0.2741 0.1837 0.2353 0.15
H -1.3382 1.2851 2.3581 0.2131 0.4954 0.0075 0.11
H -0.5520 -0.0623 1.8959 -0.0338 -0.5613 0.0444 0.08
```
Positions in Å, forces in eV/Å.


Entry 2:
# C25H43F4InNO15S

A molecular structure, C25H43F4InNO15S in a non-equilibrium geometry (the ωB97M-V functional and the def2-TZVPD basis, the OMol25 dataset).

Computed properties:
Spin multiplicity   1
HOMO   -4.7 eV
Net charge   -1

```
90
Properties=species:S:1:pos:R:3:forces:R:3:lowdin_charge:R:1
N 0.8766 -2.2089 0.1392 0.2526 -0.0640 0.1004 0.03
C 1.9034 -3.1563 -0.3257 -0.9251 -0.1597 -0.1061 -0.28
C 2.5204 -2.7944 -1.6641 0.9355 0.2103 0.4438 -0.33
C 2.9391 -1.3366 -1.7663 -0.5654 0.3642 -0.5992 -0.30
In 1.2342 0.0980 -2.0499 0.1168 -0.5238 -0.1850 0.75
C -0.6416 -1.0408 -2.4512 -0.0201 0.3929 0.3334 -0.28
C -1.6679 -0.9499 -1.3218 0.2090 -0.6135 -0.4012 -0.34
C -2.4507 -2.2512 -1.1749 0.1815 0.3509 0.5060 -0.23
C -3.3584 -2.2761 0.0442 0.0414 0.0551 -0.1743 -0.22
S -4.4059 -0.8488 0.1979 -0.9551 -1.1816 -0.8991 0.55
O -4.9364 -0.5203 -1.0826 0.4927 0.6053 -1.1488 -0.27
O -5.4147 -1.1253 1.1530 0.0377 0.0345 1.8147 -0.28
O -3.4617 0.3294 0.6770 -0.2038 0.1801 0.1878 -0.16
C 1.1042 1.3363 -0.0988 0.8093 -0.3827 -1.4441 -0.43
F 0.2241 2.3834 -0.2425 -0.5910 0.1473 0.4697 -0.02
F 0.7049 0.5914 1.0049 -0.5781 0.0853 0.5202 -0.05
C 2.4398 1.9361 0.3482 -0.4690 -0.1207 0.8069 -0.38
F 3.4483 1.6076 -0.4768 0.4348 0.0908 -0.5024 0.04
F 2.3855 3.2918 0.4298 0.1823 0.5950 -0.1927 0.04
H 0.0137 -2.6850 0.3616 0.0048 -0.0594 0.0435 0.06
H 1.1876 -1.7617 0.9899 -0.1550 0.1746 -0.0232 0.06
H 2.6622 -3.2676 0.4445 0.3409 -0.0061 0.0267 0.10
H 1.4142 -4.1225 -0.4457 0.0684 -0.3536 0.1248 0.09
H 1.8968 -3.1089 -2.4905 -0.4771 0.1081 -0.2027 0.09
H 3.4209 -3.4109 -1.7495 0.1045 -0.3292 -0.0382 0.09
H 3.5897 -1.0592 -0.9439 0.0766 0.0574 0.4020 0.02
H 3.5534 -1.2269 -2.6562 0.1695 0.0811 -0.2566 0.02
H 1.4780 1.2385 -3.3967 0.0317 0.1314 0.2516 -0.07
H -1.1135 -0.7952 -3.3965 -0.0531 0.1849 -0.2909 0.03
H -0.3644 -2.0869 -2.5293 0.3389 -0.2897 -0.0750 0.02
H -1.1491 -0.7508 -0.3883 -0.1035 0.1349 0.3101 0.06
H -2.3999 -0.1700 -1.5031 0.1316 0.4118 -0.2274 0.08
H -1.7495 -3.0661 -1.0456 0.2554 -0.2992 0.0088 0.10
H -3.0089 -2.4862 -2.0696 -0.2639 0.1279 -0.3003 0.12
H -2.8183 -2.4306 0.9677 0.2449 0.2958 0.3690 0.10
H -4.0510 -3.1015 -0.0231 -0.4721 -0.1594 0.0064 0.10
H -3.3133 0.8887 -0.1064 0.1846 -0.0309 0.1989 0.10
H 2.6981 1.5860 1.3439 0.1178 -0.2321 0.2214 0.15
C 1.3071 5.2783 -7.0916 -0.1748 -0.0912 -0.3321 -0.03
C 1.2913 3.9386 -6.3949 0.0360 0.4004 -0.1362 -0.34
C 2.5352 3.6323 -5.5955 0.0043 -0.0475 0.3567 -0.11
O 2.5967 2.2099 -5.6578 0.1067 0.0232 -0.4152 0.03
C 1.9639 1.8151 -6.7851 -0.0119 0.0095 0.1512 -0.56
O 1.9906 0.7182 -7.2358 0.0184 -0.0235 -0.1029 0.16
O 1.2876 2.8613 -7.3444 0.0221 -0.1002 0.1575 0.07
H 2.0606 5.2929 -7.8801 0.1116 -0.0173 0.1022 0.09
H 0.3447 5.4752 -7.5647 -0.0075 0.0287 0.0486 0.08
H 1.5133 6.0812 -6.3833 -0.0046 -0.0344 0.0514 0.09
H 0.3963 3.8435 -5.7753 0.0533 -0.0816 0.0705 0.16
H 2.4645 3.9608 -4.5608 -0.0019 -0.2052 0.0586 0.14
H 3.4443 4.0449 -6.0441 -0.0715 0.0566 -0.0969 0.14
C -1.3681 1.9125 4.4248 0.1345 -0.2326 0.4289 -0.01
C -0.5419 0.8197 3.7942 -0.3226 0.4453 0.0393 -0.31
C -1.3374 -0.2983 3.1692 -0.0065 -0.0024 -0.3142 -0.09
O -0.4470 -1.4187 3.3082 -0.0160 0.0043 0.1545 0.05
C 0.3538 -1.1778 4.3706 -0.0667 0.2471 -0.0251 -0.57
O 1.0711 -1.9820 4.8747 0.0892 -0.1180 0.0493 0.15
O 0.2257 0.1068 4.7875 0.1043 -0.2999 -0.1094 0.08
H -1.8973 1.5397 5.3040 -0.0963 -0.1346 -0.1011 0.09
H -0.7253 2.7194 4.7583 0.0063 0.0662 -0.0197 0.07
H -2.0899 2.3173 3.7175 0.0454 0.0076 -0.0647 0.09
H 0.1580 1.2469 3.0714 -0.0703 -0.1716 0.0388 0.14
H -1.5616 -0.1120 2.1234 0.1397 -0.1630 -0.0512 0.11
H -2.2651 -0.5223 3.7027 0.0291 0.0729 0.0965 0.14
C 0.3674 -9.3913 0.9534 -0.1912 -0.2309 -0.2404 -0.03
C 0.2134 -8.0558 0.2671 0.0655 -0.3249 0.2658 -0.33
C 0.0189 -6.8877 1.2053 0.1788 0.2387 0.0413 -0.10
O -0.7615 -5.9869 0.4137 -0.0832 -0.1410 -0.0284 0.05
C -1.4509 -6.7250 -0.4937 0.0339 0.0112 0.0107 -0.56
O -2.3284 -6.3113 -1.1743 -0.0623 0.0128 -0.0264 0.17
O -0.9963 -8.0074 -0.5079 0.0631 0.2127 0.0021 0.08
H -0.5624 -9.6805 1.4441 0.0096 0.1210 0.0957 0.09
H 0.6019 -10.1695 0.2271 0.0526 0.0112 0.0143 0.08
H 1.1678 -9.3576 1.6926 0.0200 0.0577 -0.0142 0.09
H 1.0532 -7.8784 -0.4100 -0.0221 0.1011 -0.0065 0.16
H 0.9559 -6.4197 1.4984 -0.0643 0.1610 -0.0778 0.14
H -0.5486 -7.1486 2.1022 -0.0105 -0.1100 -0.0380 0.14
C 0.2883 8.1571 4.2110 -0.2909 0.2501 0.0014 -0.03
C -0.4204 6.8694 4.5539 0.2703 0.2951 -0.1403 -0.33
C 0.1154 5.6497 3.8407 0.1022 -0.2160 0.0271 -0.09
O -1.0440 4.8123 3.7513 -0.0308 0.4905 -0.0633 0.03
C -2.1358 5.6208 3.7670 0.0700 -0.0146 -0.0254 -0.55
O -3.2400 5.2667 3.5228 -0.0799 -0.0195 0.0217 0.17
O -1.7844 6.8915 4.1019 0.0218 -0.2147 0.0663 0.08
H 0.1018 8.4330 3.1730 0.0759 -0.1310 -0.0513 0.09
H -0.0812 8.9736 4.8312 0.0416 -0.0121 0.0334 0.08
H 1.3627 8.0630 4.3695 -0.0003 -0.0570 0.0201 0.09
H -0.4284 6.7179 5.6370 -0.0291 -0.0873 -0.0062 0.16
H 0.9044 5.1474 4.3965 -0.1022 -0.1464 -0.0044 0.14
H 0.4703 5.8649 2.8303 -0.0198 0.0896 0.0087 0.14
```
Positions in Å, forces in eV/Å.


Entry 3:
# C25H43GdNP2

A molecular structure, C25H43GdNP2 in a non-equilibrium geometry (the ωB97M-V functional and the def2-TZVPD basis, the OMol25 dataset).

Computed properties:
Spin multiplicity   8
HOMO (alpha / beta)   -8.6 / -11.3 eV
Net charge   +1
Relative energy (zero: lowest compared OMol25 entry of this formula, charge and spin)   0.000 eV

```
72
Properties=species:S:1:pos:R:3:forces:R:3:mulliken_spin:R:1
Gd -1.1469 -0.1803 1.5210 0.5517 0.0244 -0.1039 5.98
C -2.3623 1.4240 3.0407 -1.7238 0.7703 -1.2222 0.52
C -3.1768 1.1878 1.8780 0.3544 -0.0077 0.7702 -0.05
C -3.1897 -0.7456 3.1615 1.1869 1.1780 1.8187 -0.06
C -2.3843 0.2231 3.8266 -1.5357 -2.2471 0.0105 0.08
C -3.6528 -0.1760 1.9352 -0.9316 1.4716 0.1209 0.33
C -1.6285 2.6729 3.3961 0.0537 0.0422 -0.1258 -0.01
H -1.5177 3.3386 2.5307 -0.1280 -0.1133 0.2616 -0.02
H -0.6217 2.4568 3.7858 -0.3109 -0.0084 -0.0124 0.01
H -2.1803 3.2133 4.1832 0.1761 -0.0867 -0.1889 0.03
C -1.8020 0.0314 5.1781 0.3773 0.0924 0.4068 -0.01
H -1.2458 0.9212 5.5001 -0.1743 -0.2287 -0.0025 -0.01
H -1.1067 -0.8215 5.2093 -0.2187 0.1451 -0.1049 0.02
H -2.5922 -0.1705 5.9206 0.2107 0.0898 -0.2434 0.01
C -3.5930 -2.0511 3.7350 -0.1089 -0.5079 0.0743 0.01
H -4.1345 -1.8983 4.6802 0.0854 -0.0406 -0.2235 0.00
H -2.7368 -2.7000 3.9511 -0.0201 0.1708 -0.0281 0.00
H -4.2500 -2.5942 3.0487 0.0525 0.0555 0.1804 0.00
C -4.5734 -0.8401 0.9714 0.1157 -0.0504 -0.1886 -0.05
H -5.6168 -0.7197 1.3125 0.2682 -0.0373 -0.1195 0.03
H -4.3703 -1.9176 0.9000 -0.0828 0.2424 0.1200 0.00
H -4.4902 -0.4186 -0.0392 -0.0974 0.0132 0.3017 0.00
C -3.3954 2.1175 0.7336 -0.2387 0.4226 -0.3723 0.09
H -4.3643 2.6222 0.8561 0.2267 0.0197 -0.1816 0.00
H -3.4260 1.6027 -0.2440 0.0334 0.0980 0.3860 -0.02
H -2.6212 2.8980 0.6643 -0.2570 -0.2363 0.0797 -0.02
C 4.0334 0.9851 -1.9209 0.3781 1.1178 0.0604 0.00
C 3.6484 2.2613 -2.1226 0.9147 -0.3419 0.4143 0.00
C 3.2532 2.8572 -3.4450 0.0952 0.2252 -0.2239 0.00
C 2.6565 1.8711 -4.4683 0.1606 0.4100 -0.3307 0.00
C 1.6823 0.8420 -3.9548 0.2144 -0.8595 -0.3512 0.00
C 2.0351 -0.4350 -3.7031 -0.4724 0.6259 -0.9027 0.00
C 3.4436 -0.9436 -3.5732 0.4140 -0.1335 -0.1830 0.00
C 4.4684 0.0939 -3.0467 0.2039 -0.5754 -0.4740 0.00
H 4.1164 3.3575 -3.9241 -0.2459 -0.1233 0.2472 0.00
H 3.4759 1.3868 -5.0143 -0.4044 0.0132 0.1538 0.00
H 2.5304 3.6657 -3.2573 0.1236 -0.1894 0.0385 0.00
H 4.8181 0.6991 -3.8929 -0.0909 -0.1011 0.4239 0.00
H 4.2287 0.6121 -0.9036 0.0335 0.4114 -0.4962 0.00
H 3.7092 2.9994 -1.3016 -0.3451 -0.6535 -0.2266 0.00
H 5.3691 -0.4539 -2.7233 -0.3252 0.0994 0.0081 0.00
H 3.4373 -1.8164 -2.9024 -0.0582 0.1801 -0.1898 0.00
H 1.2695 -1.2186 -3.6324 0.0761 0.4652 0.2480 0.00
H 3.8274 -1.3231 -4.5430 -0.2822 0.1066 0.3864 0.00
H 2.1385 2.4686 -5.2344 0.0674 -0.1380 0.2224 0.00
H 0.6302 1.1554 -3.9339 0.2980 -0.3422 -0.0799 0.00
P 1.3151 0.4248 0.4752 -0.0201 -0.6644 -0.2194 -0.01
P -0.9527 -2.1309 -0.5002 1.0001 0.0332 0.2717 0.01
C 1.6437 -0.8408 -0.8356 0.0681 0.4052 -0.3444 0.01
C 0.8805 -2.1889 -0.8298 -0.1160 -0.0377 0.0841 0.02
H 2.7283 -1.0329 -0.8708 -0.4556 0.0083 -0.0585 0.00
H 1.3983 -0.2631 -1.7430 0.1938 -0.4619 0.4185 0.01
H 0.9946 -2.6926 -1.8043 0.3309 0.1061 0.2495 0.00
H 1.2995 -2.8424 -0.0462 -0.2215 0.1173 -0.2688 0.02
C -1.3860 -3.8574 -0.1408 -0.0108 -0.1402 -0.1234 0.01
H -2.4730 -3.9186 -0.0040 0.2106 -0.0830 -0.0853 0.00
H -0.9066 -4.1613 0.7971 -0.0542 0.0859 -0.2049 0.00
H -1.0755 -4.5158 -0.9620 -0.1302 0.0296 0.2036 0.00
C -1.7615 -1.7629 -2.0848 -0.0711 -0.0417 -0.2996 -0.02
H -1.3929 -2.4133 -2.8903 -0.1734 0.1938 0.1092 0.00
H -1.6075 -0.7079 -2.3565 0.0116 -0.3093 0.0088 0.01
H -2.8434 -1.9200 -1.9514 0.3209 0.0299 -0.1280 0.00
C 2.7355 0.4917 1.6001 0.2215 0.1614 0.3090 -0.01
H 2.5252 1.2853 2.3419 0.2322 -0.3847 -0.2748 0.01
H 3.7060 0.6866 1.1168 -0.3892 -0.0602 0.2016 0.00
H 2.7619 -0.4783 2.1332 0.0512 0.4775 -0.2412 0.00
C 1.0541 2.0652 -0.3167 0.1114 0.2377 -0.2348 -0.01
H 0.0795 2.1073 -0.8491 0.4289 -0.1746 0.3934 0.00
H 1.8360 2.3257 -1.0383 -0.3656 -0.1355 0.2845 0.02
H 1.0520 2.8314 0.4784 -0.0891 -0.3041 -0.2312 0.01
N 0.0672 -2.9894 3.3787 -0.6280 1.7264 -1.0671 0.03
C -0.2704 -2.0423 2.7635 0.9236 -2.2838 1.0896 0.01
```
Positions in Å, forces in eV/Å.